No. 1
Density functional theory data (ωB97M-V/def2-TZVPD) for a structure of composition C15H26F3IO5S2Zn.

```
53
Properties=species:S:1:pos:R:3
C 4.3868 0.7146 0.9865
C 4.4729 -0.3460 -0.1005
C 4.6703 0.1961 -1.5159
C 3.6577 1.2369 -1.9806
C 2.2506 0.6593 -2.1155
C 1.3847 0.7908 -0.8283
C -0.1253 0.8923 -1.1620
C -0.7694 2.1439 -0.4867
C -2.1255 1.9188 0.2139
C -1.9127 1.5462 1.6798
C -0.9892 0.3500 1.9085
C -1.5171 -1.0813 1.9367
I 0.3816 -2.2433 1.3971
O -1.8875 -1.4495 3.2115
S -2.5868 -2.9471 3.2132
O -3.7769 -2.8202 3.9572
O -1.5806 -3.9075 3.4571
O -2.8589 -2.9438 1.6497
C -2.6756 -1.6113 1.0636
S -4.2691 -0.7478 1.2305
C -2.4194 -1.8407 -0.4103
O -3.5446 -2.4952 -0.9710
C -3.9546 -2.0067 -2.1661
F -4.2284 -0.6817 -2.0801
F -2.9836 -2.1005 -3.0951
F -5.0220 -2.6580 -2.5545
H 3.5621 1.4222 0.8448
H 4.2320 0.2491 1.9568
H 5.3083 1.2910 1.0505
H 5.3394 -0.9689 0.1175
H 3.6196 -1.0299 -0.0481
H 5.6584 0.6511 -1.5727
H 4.6616 -0.6328 -2.2261
H 3.9876 1.6044 -2.9528
H 3.6624 2.1120 -1.3013
H 1.6049 1.2929 -2.8432
H 2.3093 -0.3424 -2.5370
H 1.5943 0.0078 -0.0905
H 1.7431 1.7507 -0.3116
H -0.5962 -0.0223 -0.8137
H -0.2783 0.9482 -2.2501
H -0.0846 2.5980 0.2456
H -0.9743 2.9214 -1.2846
H -2.6979 2.8455 0.2020
H -2.7266 1.1990 -0.3428
H -1.4151 2.3961 2.1544
H -2.8703 1.4558 2.1803
H -0.1806 0.3724 1.1900
H -0.5195 0.4673 2.8844
H -4.0663 -0.3489 2.4877
H -1.5478 -2.4756 -0.5378
H -2.2547 -0.8903 -0.9160
Zn 0.9517 2.5581 -1.7244
```

The calculation puts the electronic energy at -4135.5220 a.u. The value obtained for the orbital gap is 3.7895 eV. As for the total charge: +2.

No. 2
Density functional theory data (ωB97M-V/def2-TZVPD) for an isolated molecule of C17H16N4O3S2.

```
42
Properties=species:S:1:pos:R:3
C -5.2227 -2.5179 -1.2262
S -4.8059 -2.4953 0.5483
C -3.4438 -1.3829 0.5156
S -1.8768 -1.9568 0.9360
C -1.2002 -0.3878 0.6318
C 0.2421 -0.3267 0.8748
O 0.8840 -1.3570 1.0139
N 0.7936 0.9193 0.9586
C 2.1512 1.2774 1.1389
O 2.4440 2.4516 1.1438
N 2.9930 0.2499 1.3046
C 4.4162 0.4457 1.4116
C 5.1841 -0.1305 0.2514
C 6.5361 -0.4305 0.3791
C 7.2228 -0.9394 -0.7093
C 6.5259 -1.1347 -1.8926
N 5.2420 -0.8549 -2.0270
C 4.5935 -0.3660 -0.9862
C -2.1370 0.5163 0.1813
C -1.8688 1.9265 -0.2308
C -3.4391 -0.0569 0.1392
C -4.6528 0.6680 -0.2034
C -5.9357 0.5247 0.4013
C -6.6999 1.4341 -0.2597
O -5.9636 2.0663 -1.1771
N -4.7016 1.5911 -1.1363
H -6.0886 -3.1638 -1.3242
H -4.3838 -2.9259 -1.7813
H -5.4599 -1.5153 -1.5661
H 0.1890 1.7249 0.8819
H 2.6128 -0.6918 1.2535
H 4.5822 1.5287 1.4574
H 4.7774 0.0017 2.3467
H 7.0408 -0.2639 1.3208
H 8.2723 -1.1805 -0.6404
H 7.0131 -1.5321 -2.7731
H 3.5457 -0.1510 -1.1512
H -1.7531 2.5732 0.6409
H -2.7110 2.2907 -0.8139
H -0.9736 1.9898 -0.8465
H -6.2143 -0.1360 1.1930
H -7.7299 1.7177 -0.1788
```

The calculation puts the electronic energy at -1898.5429 a.u. The value obtained for the orbital gap is 8.6710 eV. As for the total charge: 0.

No. 3
Density functional theory data (ωB97M-V/def2-TZVPD) for a cluster of 8 separate species, C5H26N2O8 in total.

```
41
Properties=species:S:1:pos:R:3
O 2.9578 2.0202 2.7741
C 2.2294 1.0655 2.8015
C 1.4921 0.6834 1.4910
C 0.0084 0.4863 1.7329
C -0.7217 -0.0647 0.4990
C -2.5203 -1.7307 0.5568
N -2.0717 -0.5608 0.8946
N 1.7331 1.7888 0.4758
H 2.0519 0.4187 3.6520
H 1.9796 -0.2806 1.0728
H -0.1247 -0.2201 2.6203
H -0.4523 1.5017 2.0963
H -0.1142 -0.9392 0.0229
H -0.8440 0.6922 -0.2785
H -3.4963 -2.0886 0.8754
H -1.9506 -2.4622 -0.0488
H -2.6066 0.0939 1.4854
H 1.9176 1.3783 -0.4665
H 2.5917 2.3880 0.7856
H 0.7682 2.4654 0.3594
H -0.4846 0.1773 -3.8327
H 0.3564 0.3030 -2.5770
O -0.5458 0.1204 -2.8588
H -1.9321 1.4258 -2.0278
H -2.9380 2.5613 -1.9062
O -2.3398 1.9674 -1.3767
H -0.8699 -2.9948 -2.5306
H -0.7611 -1.5255 -2.3563
O -0.7095 -2.3664 -1.8963
H 0.8764 -2.5160 -1.1523
H 2.3011 -2.8070 -0.8867
O 1.6531 -2.1600 -0.6543
H 0.1335 -2.7446 1.4426
H -0.7062 -3.2867 2.6049
O -0.6655 -2.5845 1.9234
H 2.6954 0.2676 -2.4528
H 1.9675 -0.6733 -1.4758
O 1.9350 0.2196 -1.8388
H -0.9049 4.0876 0.4208
H -1.2628 2.7792 -0.3154
O -0.6256 3.1143 0.3449
```

The calculation puts the electronic energy at -916.3834 a.u. The value obtained for the orbital gap (alpha / beta) is 8.5560 / 4.6973 eV. The expectation value of S² is 0.76. As for the spin multiplicity: 2. As for the total charge: +3.

No. 4
Density functional theory data (ωB97M-V/def2-TZVPD) for a structure of composition C11H16F2IO13PS.

```
45
Properties=species:S:1:pos:R:3
C 1.6784 -1.8063 2.6347
C 2.2116 -0.3736 2.1550
C 1.4728 0.2270 0.8831
I 2.1689 2.2635 0.3818
O 1.3965 -0.6474 -0.2596
C 2.6349 -1.1223 -0.6928
O 3.7458 -0.6232 -0.5123
P 2.5870 -2.7184 -1.7544
O 1.1110 -2.9939 -2.0978
O 3.3736 -2.3470 -3.2029
O 3.2248 -4.0555 -0.9575
S -0.3310 0.4800 1.4202
C -1.4126 -0.9383 0.9152
O -0.4615 0.6648 2.9019
O -0.8770 1.6877 0.6792
H 2.5153 -2.5627 2.4389
H 1.5733 -1.7594 3.7716
H 0.6886 -2.1255 2.1904
H 2.0952 0.3588 3.0278
H 3.3414 -0.4740 2.0077
H 2.9046 -1.5364 -3.5172
H 2.5350 -4.2758 -0.2849
H -0.9911 -1.5474 0.0494
H -1.4744 -1.6646 1.7954
H -2.4483 -0.5971 0.5973
C -5.8553 -2.2460 2.3287
C -5.7308 -2.3671 0.8422
O -4.3317 -2.4239 0.6419
C -3.8230 -2.9883 1.7722
O -2.7206 -3.4383 1.8594
O -4.7282 -2.9828 2.7880
F -6.2125 -1.2648 0.2205
H -5.7787 -1.2117 2.6746
H -6.7846 -2.6740 2.7056
H -6.1984 -3.2620 0.4223
C 2.2599 5.8768 -3.8101
C 1.1429 4.9314 -3.4961
O 1.5698 4.3193 -2.2957
C 2.3480 5.2441 -1.6698
O 2.6631 5.1896 -0.5185
O 2.7179 6.2448 -2.5149
F 1.0277 3.9776 -4.4514
H 3.0740 5.3982 -4.3609
H 1.9229 6.7496 -4.3702
H 0.1748 5.4145 -3.3378
```

The calculation puts the electronic energy at -2643.8379 a.u. The value obtained for the orbital gap is 8.9299 eV. As for the total charge: 0.

No. 5
Density functional theory data (ωB97M-V/def2-TZVPD) for a structure of composition C23H34Cl2N3O3Rh.

```
66
Properties=species:S:1:pos:R:3
O -0.4482 0.3108 -2.4215
C -1.0759 1.2811 -2.9356
C -0.6586 1.8398 -4.2413
C 0.5442 2.5370 -4.4655
H 1.2100 2.7597 -3.6284
C 0.8257 2.9911 -5.7585
H 1.7178 3.5949 -5.9536
C -0.0356 2.7050 -6.8210
H 0.1976 3.0320 -7.8380
C -1.2162 1.9886 -6.5945
H -1.9131 1.7709 -7.4000
C -1.5258 1.5654 -5.3052
H -2.4426 1.0177 -5.0749
H -3.0974 1.9804 -3.1389
C -2.1026 3.2429 -1.7180
C -2.3562 1.8311 -2.3260
H -2.8102 3.4353 -0.8992
H -2.2549 4.0083 -2.4961
H -1.0696 3.3199 -1.3402
C -2.8768 0.8156 -1.4292
C -3.4473 1.0098 -0.0928
H -3.0220 -0.1699 -1.8721
H -4.3243 1.6883 -0.0573
H -2.7401 1.3236 0.7029
H -3.8156 0.0104 0.2102
Rh 1.1505 -0.7145 -2.0194
Cl 1.5899 1.1123 -0.5992
Cl 0.5061 -2.4410 -3.3742
H 4.2398 -0.4707 -4.0694
H 5.8180 1.2062 -2.4344
C 3.6020 0.0088 -3.3160
C 5.1254 0.9832 -1.6183
N 4.2621 -0.1194 -2.0229
H 2.6065 -0.4813 -3.3449
C 3.9113 -1.0851 -1.1548
O 2.8746 -1.7933 -1.2883
H 5.6943 0.6936 -0.7345
H 4.5876 -1.1922 -0.2887
H 3.5230 1.0737 -3.5519
H 4.5443 1.8900 -1.3965
H -1.4563 -4.1206 2.0752
H -0.2303 -5.9136 -0.0094
C -1.7955 -3.6383 1.1475
C -0.8650 -5.2051 -0.5642
N -0.8684 -3.8947 0.0619
H -1.8857 -2.5619 1.3159
C 0.0268 -2.9776 -0.3455
O -0.0499 -1.7521 -0.1055
H -0.4663 -5.0960 -1.5801
H 0.8448 -3.3911 -0.9575
H -2.7727 -4.0605 0.8865
H -1.8874 -5.5983 -0.5986
N -0.0821 0.4948 2.1600
C -0.0145 -0.6133 2.9236
C 1.0028 -1.5805 2.7230
C 1.0022 -2.7714 3.4388
C -0.0017 -3.0270 4.3840
C -0.9935 -2.0706 4.6267
C -0.9945 -0.8599 3.9323
H 0.5019 0.6250 1.3198
H -0.6891 1.2589 2.4106
H 1.7876 -1.3636 1.9922
H 1.7931 -3.5034 3.2614
H -0.0050 -3.9714 4.9344
H -1.7715 -2.2592 5.3678
H -1.7497 -0.0972 4.1201
```

The calculation puts the electronic energy at -2317.6465 a.u. The value obtained for the orbital gap (alpha / beta) is 7.0649 / 6.2890 eV. The expectation value of S² is 6.01. As for the spin multiplicity: 5. As for the total charge: 0.

No. 6
Density functional theory data (ωB97M-V/def2-TZVPD) for a structure of composition C40H53GeInN4OS2.

```
102
Properties=species:S:1:pos:R:3
In -1.8589 0.0432 0.9252
C -2.9039 3.5895 3.0715
C -3.3769 2.5761 2.0646
C -3.2725 2.8474 0.6950
C -2.5075 4.0524 0.2221
C -3.9835 2.0672 -0.2312
C -3.9748 2.4718 -1.6793
C -4.7666 0.9969 0.2188
C -5.7331 0.2953 -0.6955
C -4.7004 0.6025 1.5679
C -5.4461 -0.6294 2.0007
C -4.0207 1.4059 2.4993
C -4.0647 1.0985 3.9704
H -1.8471 3.4644 3.3144
H -3.4765 3.5138 3.9907
H -3.0496 4.5951 2.6869
H -3.1998 4.8630 -0.0035
H -1.9490 3.8404 -0.6876
H -1.8038 4.4027 0.9704
H -2.9608 2.6739 -2.0208
H -4.5520 3.3855 -1.8188
H -4.3945 1.7048 -2.3193
H -5.2944 -0.6049 -1.1293
H -6.0573 0.9449 -1.5007
H -6.6228 0.0053 -0.1457
H -4.9765 -1.1046 2.8591
H -5.4874 -1.3636 1.1987
H -6.4671 -0.3753 2.2858
H -4.9141 1.6013 4.4330
H -3.1578 1.4343 4.4681
H -4.1756 0.0358 4.1632
S 0.4702 -2.1723 0.9798
C 1.7310 -1.6390 0.0300
N 2.9461 -1.3521 0.4863
C 3.9779 -0.9339 -0.4392
C 3.8298 -1.6826 -1.7533
N 2.4709 -1.5635 -2.2580
C 2.3360 -1.6924 -3.6911
C 2.9462 -0.5301 -4.4540
C 3.4725 -0.7546 -5.7200
C 4.0179 0.2897 -6.4443
C 4.0266 1.5732 -5.9242
C 3.5039 1.8028 -4.6642
C 2.9824 0.7548 -3.9248
C 1.4764 -1.4824 -1.3993
S -0.2004 -1.3553 -1.8086
C 3.2703 -1.3542 1.9002
C 4.1990 -2.4960 2.2504
C 3.7055 -3.7857 2.4059
C 4.5635 -4.8230 2.7320
C 5.9184 -4.5812 2.8973
C 6.4186 -3.3015 2.7267
C 5.5602 -2.2642 2.4027
H 4.9509 -1.1641 0.0003
H 3.9145 0.1495 -0.6054
H 4.0641 -2.7442 -1.6081
H 4.5045 -1.2636 -2.5029
H 1.2782 -1.8103 -3.9420
H 2.8512 -2.6157 -3.9817
H 3.4587 -1.7480 -6.1420
H 4.4383 0.1009 -7.4175
H 4.4472 2.3914 -6.4855
H 3.4998 2.7971 -4.2452
H 2.6194 0.9550 -2.9245
H 2.3315 -1.4339 2.4553
H 3.7509 -0.3979 2.1288
H 2.6492 -3.9777 2.2917
H 4.1704 -5.8205 2.8565
H 6.5812 -5.3876 3.1696
H 7.4741 -3.1051 2.8453
H 5.9552 -1.2631 2.3021
N 1.0729 1.3953 7.9256
C 0.3548 0.3594 7.4529
O -0.0334 -0.5510 8.1467
C 0.0365 0.3582 5.9738
C 0.3421 1.3597 5.0566
C -0.0443 1.1891 3.7375
N -0.7014 0.1240 3.2965
C -0.9933 -0.8377 4.1673
C -0.6416 -0.7653 5.5001
H 1.2880 1.4147 8.9101
H 1.3985 2.1559 7.3604
H 0.8576 2.2640 5.3358
H 0.1814 1.9402 2.9865
H -1.5248 -1.6931 3.7617
H -0.8819 -1.5502 6.2004
C -3.1693 -0.9694 -4.0991
Ge -1.4279 -0.2394 -4.6979
C -0.4982 -1.3969 -6.0147
C -1.3561 1.6601 -5.2449
C -0.2915 -0.0015 -3.0157
H -3.7981 -1.1593 -4.9642
H -3.6838 -0.2688 -3.4481
H -3.0353 -1.9098 -3.5686
H -1.0876 -1.3787 -6.9279
H -0.4193 -2.4332 -5.6971
H 0.4929 -1.0157 -6.2487
H -1.7371 1.8094 -6.2484
H -0.3161 1.9819 -5.2292
H -1.9240 2.2903 -4.5674
H -0.7359 0.8143 -2.4428
H 0.7053 0.3014 -3.2991
```

The calculation puts the electronic energy at -4913.2615 a.u. The value obtained for the orbital gap is 6.5169 eV. As for the total charge: +2.

No. 7
Density functional theory data (ωB97M-V/def2-TZVPD) for an isolated molecule of C10H8BrNO4.

```
24
Properties=species:S:1:pos:R:3
O -0.1648 -2.8163 2.3637
C -0.7285 -2.3981 1.3597
O -1.9539 -1.8049 1.3301
C 0.0689 -2.5214 0.0117
C 1.2456 -1.5509 0.0309
C 0.7773 -0.1099 -0.0239
C 1.4142 0.9198 0.6562
C 0.9520 2.2193 0.4858
O 1.6717 3.2096 1.1238
C -0.1170 2.5145 -0.3370
Br -0.5130 4.3425 -0.5913
C -0.7895 1.4526 -0.9882
O -1.8341 1.7152 -1.8147
C -0.3604 0.1440 -0.8072
C -1.0034 -0.9787 -1.5120
N -0.7347 -2.2350 -1.2190
H -2.2305 -1.7453 2.2700
H 0.3872 -3.5589 -0.0760
H 1.8909 -1.7950 0.9313
H 1.8529 -1.7160 -0.8597
H 2.3107 0.7494 1.2666
H 1.4430 4.0561 0.6877
H -1.9232 2.6713 -1.9851
H -1.6613 -0.7640 -2.3035
```

The calculation puts the electronic energy at -3315.6109 a.u. The value obtained for the orbital gap is 9.0395 eV. As for the total charge: 0.

No. 8
Density functional theory data (ωB97M-V/def2-TZVPD) for a cluster of 2 separate species, C29H29BF6O2S in total.

```
68
Properties=species:S:1:pos:R:3
C -4.0117 -3.0376 4.9459
C -2.9837 -2.5362 4.0025
C -2.2867 -3.2599 3.0549
C -1.3310 -2.4824 2.3142
C -1.3405 -1.1665 2.7152
B -0.4438 0.0880 2.0961
C -1.3730 0.3285 0.7840
C -2.4032 1.2522 0.8085
C -3.1777 1.4409 -0.3341
C -4.2807 2.4600 -0.3356
F -5.4408 1.9894 -0.8893
F -4.5775 2.9075 0.9190
F -3.9215 3.5692 -1.0757
C -2.9244 0.7367 -1.5061
C -1.8860 -0.1832 -1.5024
C -1.4782 -0.8976 -2.7568
F -0.1689 -0.5905 -3.0713
F -1.5302 -2.2588 -2.6294
F -2.2313 -0.5579 -3.8393
C -1.1352 -0.4191 -0.3477
O -0.4218 1.1077 3.0906
C 0.2314 0.7975 4.3174
C 1.2606 -0.3799 4.2803
C 2.5323 0.1074 4.9570
C 0.7214 -1.5382 5.0919
C 1.6362 -0.9174 2.8638
O 0.8298 -0.4662 1.7889
S -2.5439 -0.8520 3.9249
H -4.1380 -4.1146 4.8044
H -3.7102 -2.8547 5.9838
H -4.9738 -2.5445 4.7686
H -2.4583 -4.3285 2.9017
H -0.7287 -2.8903 1.5079
H -2.6121 1.8157 1.7088
H -3.5061 0.9167 -2.4032
H -0.3598 -1.1842 -0.3582
H 0.7219 1.7339 4.6316
H -0.5699 0.5752 5.0442
H 3.2835 -0.6941 4.9832
H 2.9518 0.9698 4.4210
H 2.3170 0.4127 5.9901
H 1.4798 -2.3307 5.1539
H 0.4657 -1.2083 6.1068
H -0.1744 -1.9471 4.6201
H 2.6729 -0.6332 2.6020
H 1.5968 -2.0234 2.8615
C 2.8095 1.5326 0.8696
C 3.7716 2.1361 1.9481
C 2.8375 2.8525 2.8760
C 1.5446 2.8510 2.3877
C 1.4531 2.1200 1.1772
C 0.6004 2.5241 0.0954
C -0.3166 3.5965 0.2299
C -0.9895 4.0937 -0.8752
C -0.8122 3.5168 -2.1359
C 0.0440 2.4263 -2.2805
C 0.7403 1.9338 -1.1892
H 3.1344 1.7917 -0.1465
H 2.7945 0.4402 0.9459
H 4.3704 1.3473 2.4336
H 4.4929 2.8231 1.4703
H 3.1805 3.3980 3.7544
H 0.7058 3.3957 2.8233
H -0.4829 4.0397 1.2140
H -1.6656 4.9397 -0.7535
H -1.3665 3.8928 -2.9996
H 0.1597 1.9461 -3.2520
H 1.4063 1.0736 -1.3039
```

The calculation puts the electronic energy at -2295.1955 a.u. The value obtained for the orbital gap is 4.5896 eV. As for the total charge: 0.

Question: Which of these has the highest total charge?
Answer: C5H26N2O8